P:
Formula: C6H11NO
Source: the OMol25 dataset
Level of theory: ωB97M-V/def2-TZVPD

HOMO level: -9.638 eV
LUMO level: 0.0371 Eh
SMILES: CCC(=O)N1C[C@@H]1C
gap between HOMO and LUMO: 10.648 eV

```
19
C6H11NO ωB97M-V/def2-TZVPD
O 0.67 0.55 2.47
N 0.87 -0.09 0.28
C 0.21 -1.37 -0.12
C -1.48 1.67 -0.39
C 1.56 -1.33 0.60
C -0.58 1.84 0.89
C 0.38 0.63 1.31
C 0.22 -1.72 -1.60
H -2.01 2.59 -0.68
H -0.65 -1.32 -2.05
H -0.78 1.42 -1.22
H 1.69 -1.45 1.68
H 2.44 -1.54 -0.01
H 0.13 2.64 0.81
H -0.79 -1.44 0.41
H -1.10 2.05 1.81
H 0.31 -2.80 -1.85
H -2.19 0.88 -0.25
H 1.11 -1.21 -2.07
```

Q:
Formula: C6H11NO
Source: the OMol25 dataset
Level of theory: ωB97M-V/def2-TZVPD

HOMO level: -9.368 eV
LUMO level: 0.0334 Eh
SMILES: C=CC[C@@H](C)NC=O
gap between HOMO and LUMO: 10.277 eV

```
19
C6H11NO ωB97M-V/def2-TZVPD
O -0.51 0.87 -2.94
N -0.36 -0.46 -1.19
C -0.23 0.07 1.33
C 0.29 -0.88 0.04
C 0.10 2.57 0.61
C 0.19 -2.40 0.35
C -0.50 1.36 0.59
C 0.23 0.46 -2.02
H -1.50 1.26 0.10
H -0.51 -3.01 -0.17
H -1.17 -0.39 1.69
H 0.59 0.17 2.12
H 1.06 2.79 1.11
H 1.23 0.92 -1.87
H -1.32 -0.67 -1.33
H 1.48 -0.67 -0.13
H -0.01 -2.39 1.46
H -0.19 3.36 0.04
H 1.13 -2.97 0.22
```

R:
Formula: C6H11NO
Source: the OMol25 dataset
Level of theory: ωB97M-V/def2-TZVPD

HOMO level: -8.798 eV
LUMO level: 0.0261 Eh
SMILES: NC/C=C\C=C/CO
gap between HOMO and LUMO: 9.509 eV

```
19
C6H11NO ωB97M-V/def2-TZVPD
O 3.32 -0.64 -0.11
N -2.09 1.86 -1.33
C -1.09 -0.53 1.42
C 1.09 -1.43 0.45
C -1.32 0.57 0.68
C 1.88 -0.28 -0.04
C -0.99 0.93 -0.80
C -0.08 -1.55 1.07
H -1.16 -0.13 -1.40
H 1.68 0.64 0.53
H 1.56 -0.12 -1.05
H 1.85 -2.34 0.72
H -1.59 -0.55 2.41
H 0.19 1.37 -0.71
H -0.32 -2.53 1.57
H -1.99 2.02 -2.29
H 3.86 0.06 -0.73
H -2.92 1.29 -1.37
H -1.90 1.37 0.98
```

S:
Formula: C6H11NO
Source: the OMol25 dataset
Level of theory: ωB97M-V/def2-TZVPD

HOMO level: -7.492 eV
LUMO level: 0.0335 Eh
SMILES: CC1=C(N)[C@H](C)[C@H]1O
gap between HOMO and LUMO: 8.403 eV

```
19
C6H11NO ωB97M-V/def2-TZVPD
O -1.96 0.57 1.34
N 0.33 -1.88 -1.10
C 0.28 -0.33 0.84
C -0.71 0.81 0.68
C 1.06 -0.83 2.03
C -0.63 0.49 -0.83
C 0.24 1.43 -1.66
C 0.05 -0.83 -0.40
H 0.75 -0.36 2.96
H 0.51 0.98 -2.62
H 2.12 -0.59 1.87
H -1.61 0.37 -1.31
H -2.62 1.05 0.81
H 1.05 -1.93 2.09
H -0.29 2.37 -1.86
H 1.18 1.69 -1.14
H 0.67 -2.74 -0.66
H -0.33 1.80 0.95
H -0.09 -2.07 -2.01
```

Name the least stable of them. R.

P:
Formula: C6H11NO
Source: the OMol25 dataset
Level of theory: ωB97M-V/def2-TZVPD

HOMO level: -7.711 eV
LUMO level: 0.0195 Eh
gap between HOMO and LUMO: 8.241 eV

```
19
C6H11NO ωB97M-V/def2-TZVPD
O -0.15 -0.87 3.54
N 0.50 0.03 -0.72
C 0.12 0.76 1.69
C -0.36 -0.38 2.45
C -0.77 0.47 0.59
C 0.32 -1.11 -1.61
C 0.92 1.23 -1.45
C -1.29 -0.80 1.28
H -2.35 -0.76 1.54
H -0.53 -0.93 -2.28
H 0.12 1.55 -2.12
H 1.14 -0.05 0.22
H 0.12 -2.01 -1.03
H 1.21 -1.28 -2.22
H 1.13 2.02 -0.72
H -1.06 -1.75 0.81
H 1.83 1.05 -2.03
H -1.40 1.14 0.02
H 0.50 1.71 2.04
```

Q:
Formula: C6H11NO
Source: the OMol25 dataset
Level of theory: ωB97M-V/def2-TZVPD

HOMO level (alpha / beta): -8.073 / -8.995 eV
LUMO level (alpha / beta): -0.0061 / 0.0153 Eh
gap between HOMO and LUMO (alpha / beta): 7.906 / 9.410 eV

```
19
C6H11NO ωB97M-V/def2-TZVPD
O -2.73 -0.80 -0.02
N -0.46 -1.28 0.31
C -2.19 0.01 -0.98
C -1.37 -0.27 0.26
C 1.52 1.01 -0.44
C -1.42 0.78 1.35
C 2.25 -1.53 -0.15
C 1.30 -0.43 -0.32
H 1.85 1.37 -1.47
H 3.27 -1.08 -0.01
H 2.39 1.29 0.26
H 2.32 -2.07 -1.10
H -1.01 1.71 1.13
H -2.53 0.97 1.45
H -2.03 -0.50 -1.90
H 2.08 -2.13 0.71
H -2.71 0.98 -1.08
H -1.01 0.52 2.26
H 0.46 1.47 -0.25
```

R:
Formula: C6H11NO
Source: the OMol25 dataset
Level of theory: ωB97M-V/def2-TZVPD

HOMO level: -7.833 eV
LUMO level: 0.0304 Eh
SMILES: O[C@@]12CCCN[C@H]1C2
gap between HOMO and LUMO: 8.661 eV

```
19
C6H11NO ωB97M-V/def2-TZVPD
O -0.93 0.69 1.28
N 0.59 -1.47 0.50
C 1.49 0.87 -0.09
C -1.95 -0.51 -0.52
C 0.17 1.29 -0.77
C 1.76 -0.67 -0.03
C -0.86 0.42 -0.09
C -0.50 -1.04 -0.39
H 2.58 -0.88 0.59
H 2.02 -1.02 -1.07
H -2.32 -0.50 -1.52
H -0.89 1.62 1.44
H -2.78 -0.64 0.17
H 1.45 1.20 0.96
H 0.21 1.19 -1.82
H -0.27 -1.11 -1.45
H 0.00 2.35 -0.53
H 0.33 -1.04 1.44
H 2.33 1.37 -0.57
```

S:
Formula: C6H11NO
Source: the OMol25 dataset
Level of theory: ωB97M-V/def2-TZVPD

HOMO level: -7.600 eV
LUMO level: -0.0464 Eh
gap between HOMO and LUMO: 6.337 eV

```
19
C6H11NO ωB97M-V/def2-TZVPD
O 1.25 2.12 0.98
N 0.43 -0.65 0.17
C 0.42 1.82 0.15
C 0.87 -0.74 1.60
C -0.97 -1.26 -1.53
C -1.17 0.25 -1.25
C -0.38 -1.74 -0.27
C -0.15 0.54 -0.17
H -1.01 0.94 -2.09
H 0.08 -0.13 2.06
H 1.87 -0.29 1.71
H -1.98 -1.61 -1.77
H 0.27 -2.63 -0.27
H -1.17 -1.89 0.53
H 1.10 -1.79 1.80
H -0.39 -1.41 -2.44
H -1.77 -0.19 1.47
H -2.17 0.38 -0.80
H -0.15 2.66 -0.32
```

Name the least stable of them. Q.

P:
Formula: C6H11NO
Source: the OMol25 dataset
Level of theory: ωB97M-V/def2-TZVPD

HOMO level (alpha / beta): -7.359 / -7.360 eV
LUMO level (alpha / beta): 0.0065 / 0.0066 Eh
gap between HOMO and LUMO (alpha / beta): 7.537 / 7.539 eV

```
19
C6H11NO ωB97M-V/def2-TZVPD
O 0.99 0.46 -1.02
N -1.09 0.60 0.05
C 0.36 -1.74 0.05
C 0.66 1.50 1.46
C -0.88 -1.04 -2.00
C 0.37 0.70 2.49
C -0.12 1.51 0.23
C -0.15 -0.74 -0.72
H -0.90 -0.16 -2.65
H 0.93 -1.54 0.95
H -0.51 0.08 2.47
H -0.11 2.45 -0.33
H 0.10 -2.76 -0.17
H 1.54 2.15 1.49
H 1.82 0.12 -0.65
H -1.91 -1.34 -1.79
H -0.38 -1.84 -2.55
H 0.99 0.68 3.38
H -1.73 0.89 -0.68
```

Q:
Formula: C6H11NO
Source: the OMol25 dataset
Level of theory: ωB97M-V/def2-TZVPD

HOMO level: -7.703 eV
LUMO level: 0.0357 Eh
SMILES: CN/C=C/CCC=O
gap between HOMO and LUMO: 8.675 eV

```
19
C6H11NO ωB97M-V/def2-TZVPD
O -0.03 -1.87 -3.99
N 0.79 0.96 2.04
C 0.55 0.06 -0.16
C 0.07 0.77 0.88
C -0.97 -1.28 -1.86
C -0.17 0.00 -1.44
C 0.25 1.57 3.26
C -0.14 -2.07 -2.81
H 0.45 -2.88 -2.33
H 1.66 0.51 2.21
H 1.44 -0.55 -0.10
H -0.75 1.24 3.52
H -0.89 0.82 -1.54
H -1.87 -0.96 -2.38
H -1.35 -1.82 -0.99
H 0.29 2.65 3.16
H 0.53 0.22 -2.25
H -0.80 1.39 0.74
H 0.92 1.23 4.05
```

R:
Formula: C6H11NO
Source: the OMol25 dataset
Level of theory: ωB97M-V/def2-TZVPD

HOMO level: -6.988 eV
LUMO level: -0.1159 Eh
gap between HOMO and LUMO: 3.835 eV

```
19
C6H11NO ωB97M-V/def2-TZVPD
O 3.76 0.38 -1.60
N -2.67 -1.25 1.64
C -0.41 1.07 -0.13
C 1.43 0.55 -1.75
C 2.65 0.00 -1.26
C -1.44 0.50 0.73
C -2.03 -0.79 0.63
C 0.14 0.13 -1.20
H -1.60 1.00 1.68
H -0.60 -0.10 -1.98
H -1.80 -1.28 -0.31
H 0.45 -0.26 2.73
H 0.46 1.25 0.57
H -3.03 -2.18 1.43
H 2.54 -0.81 -0.51
H 1.49 1.34 -2.50
H 0.36 -0.82 -0.70
H 0.85 -0.84 2.97
H -0.55 2.11 -0.44
```

S:
Formula: C6H11NO
Source: the OMol25 dataset
Level of theory: ωB97M-V/def2-TZVPD

HOMO level: -6.373 eV
LUMO level: 0.0301 Eh
gap between HOMO and LUMO: 7.193 eV

```
19
C6H11NO ωB97M-V/def2-TZVPD
O -1.14 1.49 0.96
N -1.86 -1.08 0.43
C -0.54 -0.96 0.16
C 1.76 -0.15 -0.72
C -0.64 -0.71 -1.80
C 0.99 1.09 1.91
C 0.31 -0.03 -0.37
C 0.03 0.75 1.02
H -0.03 -0.29 -2.60
H -0.64 -1.77 -2.08
H -2.22 -1.83 1.00
H -1.60 -0.23 -1.94
H 1.93 0.58 1.95
H 0.89 1.98 2.51
H 2.07 -1.16 -0.98
H 2.46 0.16 0.05
H -1.21 2.02 1.76
H -2.51 -0.31 0.36
H 1.96 0.47 -1.60
```

Name the least stable of them. S.